Record 1
Entry from the Open Molecules 2025 dataset: a 2-piece molecular cluster, C3H5N3S overall (ωB97M-V with the def2-TZVPD basis set).

* frontier orbital gap (alpha / beta): 7.8 / 7.8 eV
* LUMO (alpha / beta): -1.48 / -1.48 eV
* total energy: -679.43700 Ha
* relative energy (zero: lowest compared OMol25 entry of this formula, charge and spin): 914.2 kJ/mol

Geometry as ORCA input:
```
! RIJCOSX wB97M-V def2-TZVPD def2/J DEFGRID3
* xyz 0 1
C -1.604 -0.618 -0.046
C -0.414 -1.226 0.087
C -0.430 1.295 -0.159
N -1.510 0.794 -0.109
N 1.805 0.158 1.195
N 1.716 -0.189 -1.243
S 0.885 0.083 0.000
H -2.601 -0.932 -0.116
H -0.011 -2.262 0.219
H -0.626 3.316 -0.064
H 1.473 0.389 2.079
H 1.316 -0.808 -1.842
*
```

natural (NBO) population analysis, charges in e, atoms 1 to 5: number 1, C, carries -0.03; number 2, C, carries -0.45; number 3, C, carries 0.04; number 4, N, carries -0.48; number 5, N, carries -1.09

---

Record 2
Entry from the Open Molecules 2025 dataset: one molecule with the formula CO4S2 (ωB97M-V with the def2-TZVPD basis set).

* frontier orbital gap (alpha / beta): 7.5 / 7.5 eV
* LUMO (alpha / beta): -1.29 / -1.29 eV
* total energy: -1135.28868 Ha
* relative energy (zero: lowest compared OMol25 entry of this formula, charge and spin): 379.0 kJ/mol

Geometry as ORCA input:
```
! RIJCOSX wB97M-V def2-TZVPD def2/J DEFGRID3
* xyz 0 1
C -1.297 -0.884 0.232
O 1.343 -1.786 -0.221
O 0.587 0.429 -0.816
O 0.738 1.560 1.260
O -1.530 0.279 0.376
S 0.222 -1.176 -0.934
S -0.064 1.578 0.104
*
```

natural (NBO) population analysis, charges in e, atoms 1 to 5: number 1, C, carries 0.19; number 2, O, carries -0.87; number 3, O, carries -0.93; number 4, O, carries -0.83; number 5, O, carries -0.59

---

Record 3
Entry from the Open Molecules 2025 dataset: a 2-piece molecular cluster, C6H7Br2IN2O5PS overall (ωB97M-V with the def2-TZVPD basis set).

* frontier orbital gap: 7.4 eV
* LUMO: -5.72 eV
* total energy: -6903.49837 Ha

Geometry as ORCA input:
```
! RIJCOSX wB97M-V def2-TZVPD def2/J DEFGRID3
* xyz 1 1
O -1.473 -3.861 -3.405
P -0.601 -2.757 -4.330
Br -2.013 -1.056 -4.671
N 0.708 -2.265 -3.172
N 0.401 -1.481 -2.136
C 1.392 -1.191 -1.311
I 0.811 0.030 0.386
C 2.820 -1.555 -1.349
C 3.140 -2.424 -2.502
C 1.976 -2.712 -3.323
Br 2.302 -3.907 -4.844
H -1.691 -3.367 -2.581
H 3.584 -1.260 -0.604
H 4.161 -2.825 -2.673
C -2.526 2.902 3.511
C -1.497 1.937 4.066
O -0.421 1.961 3.119
S -0.328 3.443 2.468
O 0.676 4.171 3.159
O -0.349 3.312 1.049
O -1.766 3.980 2.956
H -3.106 2.444 2.706
H -3.202 3.270 4.280
H -1.889 0.927 4.175
H -1.108 2.281 5.027
*
```

natural (NBO) population analysis, charges in e, atoms 1 to 5: number 1, O, carries -0.93; number 2, P, carries 1.19; number 3, Br, carries -0.13; number 4, N, carries -0.43; number 5, N, carries -0.22

---

no.,strongest force on any atom (eV Å⁻¹)
1,5.491
2,2.679
3,4.535